a.
The following is a quantum chemistry calculation of a 2-piece molecular cluster, C5H14S overall, from OMol25.

For the LUMO energy, the calculation gives 0.03338 Ha. The SMILES is CCSC.CC. As for the frontier orbital gap: 9.37 eV.

Element x y z (Å)
C: 0.98274 0.72722 0.19289
C: 1.57882 2.11386 -0.11400
C: 2.92018 -0.72937 -1.19042
S: 2.13387 -0.62717 0.37189
H: 0.59064 0.98544 1.19549
H: 0.21166 0.33297 -0.53338
H: 0.81764 3.00398 -0.24677
H: 1.80169 2.01502 -1.29206
H: 4.01314 -1.18267 -1.05544
H: 2.38557 -1.41805 -1.84957
H: 3.00888 0.26392 -1.66891
H: 2.64626 2.36600 0.42659
C: -2.61522 -0.93996 1.38636
C: -3.19965 -1.04330 0.00641
H: -1.58457 -1.29897 1.39307
H: -2.54259 0.14212 1.63772
H: -3.18863 -1.41897 2.28136
H: -4.08327 -0.41674 -0.11033
H: -3.43280 -2.17578 -0.12742
H: -2.44437 -0.69958 -0.70346

Löwdin atomic charge list, values in e, 8 entries: atom 1 (C): -0.634, atom 2 (C): -0.211, atom 3 (C): -0.476, atom 4 (S): 0.759, atom 5 (H): 0.066, atom 6 (H): 0.077, atom 7 (H): 0.092, atom 8 (H): 0.073

---

b.
The following is a quantum chemistry calculation of a 2-piece molecular cluster, C5H14S overall, from OMol25.

For the LUMO energy, the calculation gives 0.03854 Ha. The SMILES is CCC.CSC. As for the frontier orbital gap: 9.59 eV.

Element x y z (Å)
C: -1.65997 3.03915 0.64552
C: -2.43674 0.49863 0.26804
S: -0.91394 1.38678 0.53412
H: -2.25612 3.37029 -0.20779
H: -2.48402 2.93843 1.36871
H: -0.88396 3.65315 1.06425
H: -3.20579 0.72829 0.99566
H: -2.34355 -0.58896 0.27255
H: -2.85298 0.73004 -0.71467
C: 1.48769 -2.26652 -0.46092
C: 1.82050 -1.56409 -1.78141
C: 2.72145 -2.42833 0.42240
H: 0.65402 -1.72634 -0.00710
H: 1.09733 -3.27304 -0.63343
H: 0.92043 -1.36519 -2.35835
H: 3.30085 -3.28747 0.07970
H: 3.36700 -1.55016 0.38898
H: 2.59976 -2.07628 -2.34354
H: 2.19482 -0.58103 -1.47614
H: 2.40622 -2.62931 1.44216

Löwdin atomic charge list, values in e, 8 entries: atom 1 (C): -0.428, atom 2 (C): -0.469, atom 3 (S): 0.713, atom 4 (H): 0.042, atom 5 (H): 0.029, atom 6 (H): 0.018, atom 7 (H): 0.030, atom 8 (H): 0.031

---

c.
The following is a quantum chemistry calculation of a 2-piece molecular cluster, C5H14S overall, from OMol25.

For the LUMO energy, the calculation gives 0.02319 Ha. The SMILES is CCC.CCS. As for the frontier orbital gap: 9.68 eV.

Element x y z (Å)
C: -1.92037 3.22185 1.37191
C: -0.99578 2.00430 1.46368
S: -0.88353 1.34080 3.05444
H: -1.59667 4.18524 1.91920
H: -2.80946 2.96487 1.72683
H: -2.09224 3.48705 0.28683
H: -1.24305 1.10920 0.82504
H: -0.19398 2.31230 0.75107
H: -1.62959 0.12675 3.18368
C: 2.28208 -2.24664 -1.78206
C: 1.02202 -2.86492 -2.58613
C: 1.38652 -2.62131 -4.16383
H: 2.09558 -1.16555 -1.95094
H: 3.25551 -2.81387 -2.07265
H: 2.07254 -2.29972 -0.74854
H: 0.27914 -2.32189 -2.12643
H: 0.84372 -3.96871 -2.55095
H: 0.56432 -2.34771 -4.76260
H: 2.27189 -2.10174 -4.44447
H: 1.67196 -3.57869 -4.72856

Löwdin atomic charge list, values in e, 8 entries: atom 1 (C): -0.194, atom 2 (C): -0.737, atom 3 (S): 0.675, atom 4 (H): 0.107, atom 5 (H): -0.008, atom 6 (H): 0.089, atom 7 (H): 0.074, atom 8 (H): 0.085

---

Energies relative to the minimum, kcal/mol: a 28.5; b 0.0; c 53.7

---

a.
The following is a quantum chemistry calculation of a 2-piece molecular cluster, C5H14S overall, from OMol25.

For the LUMO energy, the calculation gives 0.03805 Ha. The SMILES is CCSC.CC. As for the frontier orbital gap: 9.45 eV.

Element x y z (Å)
C: 1.42850 2.68649 -1.45730
C: 0.59969 3.20994 -0.24117
H: 1.52287 1.59947 -1.42411
H: 1.07556 3.03229 -2.42102
H: 2.42740 3.07009 -1.28888
H: 1.28982 3.67101 0.45989
H: -0.02273 2.46924 0.26519
H: -0.10148 3.98958 -0.54697
C: 0.50781 -0.67996 0.31603
C: 1.19337 -1.11210 1.61684
C: -1.58900 -2.42944 -0.62360
S: -1.27753 -0.86410 0.24668
H: 0.62192 0.38004 0.13074
H: 0.99971 -1.08839 -0.57432
H: 2.03100 -0.45386 1.83507
H: 1.68331 -2.08267 1.47124
H: -0.63747 -2.83630 -0.94831
H: -2.08342 -3.14947 0.02647
H: -2.26710 -2.18612 -1.42894
H: 0.50612 -1.14599 2.45095

Löwdin atomic charge list, values in e, 8 entries: atom 1 (C): -0.144, atom 2 (C): -0.152, atom 3 (H): 0.041, atom 4 (H): 0.058, atom 5 (H): 0.053, atom 6 (H): 0.056, atom 7 (H): 0.043, atom 8 (H): 0.058

---

b.
The following is a quantum chemistry calculation of a 2-piece molecular cluster, C5H14S overall, from OMol25.

For the LUMO energy, the calculation gives 0.03553 Ha. The SMILES is CCSC.CC. As for the frontier orbital gap: 9.40 eV.

Element x y z (Å)
C: -0.81224 0.40127 1.65413
C: -1.66131 -0.47732 2.64122
C: 1.31777 -1.20255 1.15809
S: 0.95488 0.45734 1.80010
H: -0.97154 0.02861 0.63701
H: -1.25143 1.39588 1.63813
H: -1.04285 -1.07805 3.30323
H: -2.29713 -1.07218 1.99682
H: 1.83538 -1.14420 0.20607
H: 1.90500 -1.82622 1.83710
H: 0.37309 -1.74648 1.14801
H: -2.17830 0.22117 3.28862
C: 0.45811 0.21430 -3.20878
C: 0.48635 1.27877 -2.07303
H: 1.48957 -0.13175 -3.29456
H: -0.11383 -0.66398 -2.90392
H: 0.12641 0.57251 -4.17583
H: 1.32837 1.06554 -1.43351
H: -0.47316 1.47839 -1.59349
H: 0.52687 2.22895 -2.62541

Löwdin atomic charge list, values in e, 8 entries: atom 1 (C): -0.607, atom 2 (C): -0.134, atom 3 (C): -0.401, atom 4 (S): 0.766, atom 5 (H): 0.046, atom 6 (H): 0.064, atom 7 (H): 0.061, atom 8 (H): 0.064

---

c.
The following is a quantum chemistry calculation of a 2-piece molecular cluster, C5H14S overall, from OMol25.

For the LUMO energy, the calculation gives 0.03758 Ha. The SMILES is CCC.CCS. As for the frontier orbital gap: 10.06 eV.

Element x y z (Å)
C: -2.19033 3.73520 -0.87068
C: -2.18701 2.26541 -1.31476
S: -1.11769 1.23264 -0.28632
H: -1.31186 4.35052 -1.04913
H: -3.01859 4.25099 -1.37186
H: -2.43715 3.78983 0.18764
H: -1.97677 2.21814 -2.37607
H: -3.15414 1.87474 -1.00295
H: 0.07413 1.70005 -0.71060
C: 0.92935 -1.34507 1.30361
C: 1.74977 -2.63129 1.29479
C: 2.06296 -3.12935 -0.12892
H: -0.04256 -1.44634 0.82212
H: 0.80145 -1.05031 2.34909
H: 1.38371 -0.46885 0.82966
H: 2.69565 -2.41383 1.80283
H: 1.26766 -3.38057 1.92377
H: 2.87046 -3.85324 -0.07139
H: 2.43621 -2.25752 -0.67407
H: 1.16475 -3.44115 -0.65677

Löwdin atomic charge list, values in e, 8 entries: atom 1 (C): -0.193, atom 2 (C): -0.627, atom 3 (S): 0.683, atom 4 (H): 0.065, atom 5 (H): 0.066, atom 6 (H): 0.059, atom 7 (H): 0.064, atom 8 (H): 0.053

---

Energies relative to the minimum, kcal/mol: a 5.6; b 11.7; c 0.0

---

a.
The following is a quantum chemistry calculation of a 2-piece molecular cluster, C2H7OS overall, from OMol25.

For the LUMO energy, the calculation gives 0.14140 Ha. As for the total charge: -1. As for the frontier orbital gap: 6.01 eV.

Element x y z (Å)
O: -1.57261 -0.81835 -1.55571
H: -2.07114 -1.20267 -0.82965
C: 0.14842 1.04971 0.73259
C: 0.64219 0.11370 -0.37238
S: 1.62593 -1.26598 0.34005
H: 0.93350 1.61214 1.25474
H: -0.44213 0.49479 1.46157
H: -0.54463 1.75749 0.27137
H: -0.64161 -0.42719 -1.06090
H: 1.33805 0.64345 -1.02234
H: 0.58402 -1.95710 0.78064

Löwdin atomic charge list, values in e, 8 entries: atom 1 (O): -0.290, atom 2 (H): -0.051, atom 3 (C): -0.289, atom 4 (C): -0.728, atom 5 (S): 0.499, atom 6 (H): 0.033, atom 7 (H): 0.037, atom 8 (H): 0.045

---

b.
The following is a quantum chemistry calculation of a 2-piece molecular cluster, C2H7OS overall, from OMol25.

For the LUMO energy, the calculation gives 0.14431 Ha. As for the total charge: -1. As for the frontier orbital gap: 6.84 eV.

Element x y z (Å)
C: -1.37946 -0.65663 -1.24283
S: 0.26806 -1.07898 -1.86988
H: -2.19163 -0.43567 -2.05542
H: -1.22211 0.26760 -0.58885
H: -1.64410 -1.43868 -0.38932
H: 0.83865 -0.92661 -0.49875
C: 1.08890 0.79246 1.36513
O: 1.76789 -0.08897 0.66162
H: -0.09718 0.75274 1.39417
H: 1.07414 1.89281 0.82238
H: 1.49685 0.91993 2.40175

Löwdin atomic charge list, values in e, 8 entries: atom 1 (C): -0.612, atom 2 (S): 0.435, atom 3 (H): 0.033, atom 4 (H): -0.001, atom 5 (H): 0.044, atom 6 (H): -0.084, atom 7 (C): -0.509, atom 8 (O): -0.424

---

c.
The following is a quantum chemistry calculation of a 2-piece molecular cluster, C2H7OS overall, from OMol25.

For the LUMO energy, the calculation gives 0.15090 Ha. As for the total charge: -1. As for the frontier orbital gap: 5.00 eV.

Element x y z (Å)
O: 2.53524 0.63720 -1.15717
H: 2.14752 1.26828 -0.62530
C: -1.40814 -0.17672 -0.28214
C: -0.44062 0.29647 0.69421
S: -0.22631 -0.60052 2.11042
H: -0.85588 -0.56666 -1.19271
H: -2.05255 0.60216 -0.74061
H: -1.90840 -1.02972 0.04828
H: 1.73657 0.18739 -1.49077
H: 0.16172 1.14619 0.60881
H: 0.31086 -1.76406 2.02698

Löwdin atomic charge list, values in e, 8 entries: atom 1 (O): -0.058, atom 2 (H): -0.036, atom 3 (C): -0.337, atom 4 (C): -0.826, atom 5 (S): 0.497, atom 6 (H): 0.030, atom 7 (H): 0.040, atom 8 (H): 0.007

---

d.
The following is a quantum chemistry calculation of a 2-piece molecular cluster, C2H7OS overall, from OMol25.

For the LUMO energy, the calculation gives 0.16239 Ha. As for the total charge: -1. As for the frontier orbital gap: 7.02 eV.

Element x y z (Å)
C: -0.34397 -0.05088 -1.59834
C: 0.00676 0.85499 -0.43250
S: 1.52998 0.41719 0.46042
H: 0.46615 -0.08592 -2.32775
H: -0.55505 -1.07507 -1.27418
H: -1.18592 0.31451 -2.16581
H: 0.10949 1.86942 -0.84185
H: -0.82547 0.93294 0.27357
H: 0.86932 -0.58025 2.55884
H: -0.34306 -1.40303 2.31480
O: 0.27178 -1.19389 3.03280

Löwdin atomic charge list, values in e, 8 entries: atom 1 (C): -0.252, atom 2 (C): -0.837, atom 3 (S): 0.168, atom 4 (H): 0.046, atom 5 (H): 0.050, atom 6 (H): 0.036, atom 7 (H): 0.021, atom 8 (H): 0.026

---

Energies relative to the minimum, kcal/mol: a 41.0; b 56.3; c 68.6; d 0.0

---

a.
The following is a quantum chemistry calculation of a 2-piece molecular cluster, C2H7OS overall, from OMol25.

For the LUMO energy, the calculation gives 0.15286 Ha. As for the total charge: -1. As for the frontier orbital gap: 5.65 eV.

Element x y z (Å)
O: -0.10464 1.80466 -2.61776
H: 0.01034 1.90572 -1.65579
C: 0.49473 0.92527 0.96449
S: -0.40349 -0.39940 0.36485
C: 0.23627 -2.02361 1.02652
H: 0.10432 1.45424 1.82605
H: 1.53937 1.00367 0.71682
H: 0.77788 1.69240 -2.97546
H: 1.31629 -1.95565 1.09023
H: 0.02590 -2.71464 0.21321
H: -0.23438 -2.35829 1.94853

Löwdin atomic charge list, values in e, 8 entries: atom 1 (O): -0.112, atom 2 (H): -0.007, atom 3 (C): -0.661, atom 4 (S): 0.487, atom 5 (C): -0.480, atom 6 (H): -0.108, atom 7 (H): -0.099, atom 8 (H): 0.011

---

b.
The following is a quantum chemistry calculation of a 2-piece molecular cluster, C2H7OS overall, from OMol25.

For the LUMO energy, the calculation gives 0.15541 Ha. As for the total charge: -1. As for the frontier orbital gap: 6.88 eV.

Element x y z (Å)
O: -1.93446 1.47773 1.92216
H: -1.20791 1.23290 1.26183
C: 1.72157 -1.37315 -1.12946
C: 0.33777 -1.29218 -0.33421
S: 0.03703 0.55564 -0.34927
H: 2.37978 -0.62999 -0.68512
H: 1.41694 -1.20198 -2.15661
H: 2.11459 -2.40215 -0.97093
H: -0.40725 -1.91020 -0.82655
H: 0.55031 -1.75134 0.66801
H: -1.92880 2.40499 1.63940

Löwdin atomic charge list, values in e, 8 entries: atom 1 (O): -0.206, atom 2 (H): -0.146, atom 3 (C): -0.284, atom 4 (C): -0.726, atom 5 (S): 0.222, atom 6 (H): 0.015, atom 7 (H): 0.031, atom 8 (H): 0.041

---

Energies relative to the minimum, kcal/mol: a 39.6; b 0.0

---

a.
The following is a quantum chemistry calculation of a 2-piece molecular cluster, C2H7OS overall, from OMol25.

For the LUMO energy, the calculation gives 0.12800 Ha. As for the total charge: -1. As for the frontier orbital gap: 5.73 eV.

Element x y z (Å)
C: -0.51521 0.82170 -0.50831
S: 1.17398 1.48488 -0.55850
H: -0.69568 0.09389 -1.30126
H: -1.25240 1.60426 -0.66499
H: -0.77853 0.28925 0.39497
H: 1.45680 1.47433 0.73889
C: -0.40741 -2.20425 0.80421
O: -1.48561 -1.40791 0.63369
H: -0.51020 -3.18545 0.28118
H: -0.20230 -2.49897 1.89709
H: 0.54388 -1.69471 0.49910

Löwdin atomic charge list, values in e, 8 entries: atom 1 (C): -0.524, atom 2 (S): 0.551, atom 3 (H): 0.026, atom 4 (H): 0.007, atom 5 (H): -0.014, atom 6 (H): -0.196, atom 7 (C): -0.478, atom 8 (O): -0.458

---

b.
The following is a quantum chemistry calculation of a 2-piece molecular cluster, C2H7OS overall, from OMol25.

For the LUMO energy, the calculation gives 0.14695 Ha. As for the total charge: -1. As for the frontier orbital gap: 5.40 eV.

Element x y z (Å)
O: 2.61254 0.84302 -1.25339
H: 2.13903 1.66327 -1.02500
C: -1.78335 1.00387 0.69952
S: -0.09907 0.53288 0.62841
C: -0.11362 -1.28834 0.18323
H: -2.16587 1.44573 -0.20717
H: -2.43304 0.49875 1.39898
H: 2.11198 0.18714 -0.77792
H: -0.76699 -1.81320 0.87537
H: -0.42018 -1.43736 -0.85038
H: 0.91856 -1.63576 0.32834

Löwdin atomic charge list, values in e, 8 entries: atom 1 (O): -0.113, atom 2 (H): 0.019, atom 3 (C): -0.627, atom 4 (S): 0.471, atom 5 (C): -0.467, atom 6 (H): -0.122, atom 7 (H): -0.107, atom 8 (H): -0.047

---

c.
The following is a quantum chemistry calculation of a 2-piece molecular cluster, C2H7OS overall, from OMol25.

For the LUMO energy, the calculation gives 0.14518 Ha. As for the total charge: -1. As for the frontier orbital gap: 5.37 eV.

Element x y z (Å)
O: 2.26070 -1.94671 0.09144
H: 1.47520 -1.40223 0.53830
C: -0.59517 -0.55648 0.43348
S: -1.96992 0.49052 -0.06353
C: -0.82846 1.81886 -0.71173
H: -0.17697 -0.69049 1.45022
H: -0.45522 -1.41100 -0.26005
H: 2.33548 -2.48295 0.83212
H: -0.02825 1.98466 0.01493
H: -1.37354 2.77834 -0.54508
H: -0.64386 1.41749 -1.78009

Löwdin atomic charge list, values in e, 8 entries: atom 1 (O): -0.126, atom 2 (H): 0.036, atom 3 (C): -0.647, atom 4 (S): 0.449, atom 5 (C): -0.505, atom 6 (H): -0.091, atom 7 (H): -0.090, atom 8 (H): -0.043

---

d.
The following is a quantum chemistry calculation of a 2-piece molecular cluster, C2H7OS overall, from OMol25.

For the LUMO energy, the calculation gives 0.15509 Ha. As for the total charge: -1. As for the frontier orbital gap: 7.22 eV.

Element x y z (Å)
S: 1.94981 -1.42489 -1.21230
H: 2.06696 -2.65753 -1.85585
C: -0.81692 0.46990 -0.20849
O: -0.87711 -1.00827 -0.09827
C: -0.03652 0.97857 0.98587
H: -0.50326 0.84260 -1.11128
H: -1.93643 0.75761 -0.08451
H: 0.05764 -1.46657 -0.31461
H: 0.96713 0.77623 1.04537
H: -0.09825 2.03556 0.99347
H: -0.77306 0.69679 1.86059

Löwdin atomic charge list, values in e, 8 entries: atom 1 (S): -0.145, atom 2 (H): -0.391, atom 3 (C): -0.342, atom 4 (O): -0.267, atom 5 (C): -0.118, atom 6 (H): 0.050, atom 7 (H): 0.119, atom 8 (H): -0.074

---

Energies relative to the minimum, kcal/mol: a 28.0; b 29.8; c 52.8; d 0.0